74
Properties=species:S:1:pos:R:3:forces:R:3:mulliken_charge:R:1 method="wB97M-V/def2-TZVPD" e_tot_ha=-4907.11763 homo_lumo_gap_ev=7.477 e_above_lowest_kcal_mol=21.5 lumo_ev=0.355
Mg 0.559 0.114 0.649 -0.3234 -0.0197 0.8785 0.89
C 1.701 -2.550 -1.519 -0.2433 0.3346 0.0154 -1.02
P -0.138 -2.510 -1.853 0.2253 -0.3502 -0.1230 0.10
C -0.903 -2.495 -0.174 0.0904 0.1187 -0.0858 0.84
C -2.295 -2.627 -0.149 -0.0173 0.0273 0.0370 -0.94
C -2.992 -2.627 1.047 0.0252 -0.0204 -0.0470 -0.57
C -2.315 -2.494 2.254 0.0134 0.0104 0.0068 -0.60
C -0.938 -2.369 2.252 -0.0077 0.1024 0.1505 -0.08
C -0.236 -2.355 1.046 0.1020 0.0302 -0.1263 -0.69
C -0.430 -4.288 -2.245 0.0148 0.1062 0.1513 0.36
C -0.823 -4.634 -3.534 0.0127 0.0616 0.0168 -0.46
C -0.995 -5.966 -3.885 -0.0105 -0.0479 -0.0189 -0.49
C -0.778 -6.963 -2.947 -0.0098 -0.0187 -0.0275 -0.45
C -0.386 -6.627 -1.657 0.0213 0.0056 0.0779 -0.63
C -0.214 -5.298 -1.307 -0.0267 -0.0558 -0.0852 -0.26
C 2.219 -1.155 -1.671 0.0943 0.0977 -0.1402 0.20
C 2.999 -0.635 -2.681 -0.0041 -0.1222 0.0596 -0.87
C 2.964 0.775 -2.544 0.0271 0.0988 0.0743 -1.19
C 2.170 1.041 -1.453 0.0429 -0.0017 -0.2497 0.24
C 1.687 2.347 -0.889 0.0497 -0.1700 0.1121 -0.90
P -0.153 2.192 -0.754 0.1106 0.5786 0.0092 0.35
C -0.666 2.457 -2.482 -0.0731 -0.2748 0.1053 0.26
C -0.665 3.729 -3.049 -0.0023 0.0097 0.0230 -0.55
C -1.024 3.894 -4.377 0.0083 0.0324 -0.0160 -0.60
C -1.382 2.793 -5.145 -0.0122 0.0174 0.0030 -0.47
C -1.372 1.524 -4.587 -0.0142 -0.0180 -0.0494 -0.52
C -1.018 1.355 -3.256 0.0721 0.0017 0.0624 -0.08
C -0.727 3.701 0.090 -0.0953 -0.1527 0.0101 0.35
C -2.108 3.854 0.223 0.0645 0.0298 -0.0435 -0.36
C -2.633 4.929 0.920 -0.0136 -0.0082 0.0010 -0.70
C -1.779 5.856 1.503 -0.0087 0.0254 0.0051 -0.40
C -0.407 5.708 1.377 0.0102 0.0661 0.0410 -0.77
C 0.122 4.635 0.674 0.0149 -0.0535 -0.0871 -0.08
N 1.706 -0.137 -0.911 0.1551 -0.2920 -0.3104 -0.12
H 1.920 -3.005 -0.549 0.0435 -0.0875 -0.0252 0.41
H 2.135 -3.185 -2.290 -0.0071 -0.0560 0.0024 0.58
H -2.825 -2.754 -1.087 -0.0393 0.0478 0.0180 0.40
H -4.069 -2.739 1.043 0.0002 0.0110 -0.0169 0.41
H -2.862 -2.490 3.188 0.0181 -0.0222 0.0077 0.43
H -0.395 -2.290 3.184 -0.0414 0.0397 -0.0727 0.24
H 0.852 -2.325 1.082 0.0122 -0.0484 -0.0329 0.51
H -0.991 -3.853 -4.267 -0.0059 -0.0044 0.0029 0.37
H -1.301 -6.226 -4.891 0.0015 0.0101 0.0035 0.38
H -0.914 -8.002 -3.217 0.0023 0.0072 -0.0040 0.38
H -0.214 -7.403 -0.922 -0.0073 -0.0049 -0.0161 0.39
H 0.087 -5.043 -0.298 -0.0060 -0.0077 0.0127 0.29
H 3.523 -1.201 -3.436 -0.0441 -0.0069 -0.0137 0.46
H 3.458 1.503 -3.170 -0.0158 0.0114 0.0264 0.48
H 2.083 2.511 0.120 0.0283 0.1075 -0.0450 0.44
H 1.966 3.181 -1.531 0.0056 0.0413 0.0140 0.62
H -0.390 4.588 -2.449 -0.0210 0.0057 -0.0119 0.38
H -1.023 4.884 -4.816 -0.0118 -0.0008 0.0111 0.40
H -1.673 2.931 -6.178 0.0247 -0.0174 -0.0047 0.37
H -1.638 0.665 -5.190 0.0003 -0.0064 0.0247 0.43
H -0.992 0.364 -2.818 -0.0207 -0.0185 -0.0349 0.20
H -2.769 3.124 -0.233 -0.0387 0.0194 0.0436 0.36
H -3.705 5.041 1.018 0.0051 -0.0036 -0.0107 0.39
H -2.184 6.692 2.058 0.0026 -0.0033 -0.0050 0.38
H 0.258 6.430 1.835 0.0067 -0.0115 -0.0096 0.41
H 1.195 4.528 0.587 -0.0093 -0.0020 0.0381 0.31
C 0.553 1.956 5.936 0.1021 -0.2049 -0.1326 -1.04
Si 1.475 0.720 4.850 0.0237 -0.0004 -0.1048 0.41
C 3.308 0.820 5.291 -0.2723 -0.0271 -0.0681 -1.02
C 0.853 -1.036 5.163 0.0737 0.2402 0.0426 -1.05
Se 1.175 1.415 2.702 -0.1146 -0.1658 -0.0693 -0.34
H 0.595 1.669 6.990 0.0224 0.0015 -0.0011 0.36
H -0.493 2.045 5.641 0.0037 -0.0257 -0.0130 0.28
H 1.016 2.938 5.828 -0.0185 0.0051 0.0101 0.28
H 3.436 0.787 6.376 0.0066 -0.0166 0.0020 0.33
H 3.723 1.760 4.925 0.0029 -0.0009 0.0151 0.30
H 3.883 0.004 4.851 -0.0276 0.0009 -0.0368 0.29
H 1.075 -1.327 6.193 -0.0142 -0.0087 -0.0034 0.42
H 1.347 -1.749 4.500 0.0283 0.0222 0.0040 0.27
H -0.226 -1.105 5.015 0.0081 0.0317 0.0232 0.27

---

73
Properties=species:S:1:pos:R:3:forces:R:3:mulliken_charge:R:1 method="wB97M-V/def2-TZVPD" e_tot_ha=-7065.18843 total_charge=+3 homo_lumo_gap_ev=2.003 lumo_ev=-12.627
C 3.632 -3.573 0.769 0.2631 0.2127 0.9733 -0.86
C 3.891 -2.069 1.274 -0.7173 -0.7576 -1.3090 -0.42
B 2.839 -1.027 0.605 0.5704 -0.8167 0.8153 0.38
O 2.676 0.250 1.186 0.7980 -0.6997 -1.1545 -0.74
C 2.081 -1.533 -0.726 -1.7227 -0.2112 -2.3307 0.71
C 2.655 -1.359 -2.116 -0.9605 -1.2205 0.1236 -0.57
C 4.027 -0.610 -2.259 -1.0578 0.5108 -0.7101 -0.26
Br 4.947 -0.992 -3.985 -0.3023 -0.0497 0.8828 -0.02
C 3.748 0.960 -2.285 1.8508 0.5987 0.8233 0.18
C 4.321 1.723 -1.003 -1.3866 0.1861 -0.1623 -0.57
Br 1.805 1.368 -2.449 0.1920 0.6263 0.1728 -0.26
C 1.968 -1.861 -3.322 -1.3632 -0.5958 2.0468 -0.50
C 0.678 -2.563 -3.220 1.4661 0.6931 1.8849 -0.68
B -0.055 -3.095 -4.559 -0.6679 -0.7700 -1.3739 0.48
O -1.447 -3.300 -4.646 1.5074 1.3854 0.5959 -0.47
O 0.666 -3.352 -5.745 -0.6230 1.5814 1.6735 -0.51
C 0.130 -2.706 -1.865 0.6254 0.6832 0.9978 0.79
C 0.794 -2.198 -0.628 1.2835 0.8329 -2.0219 -1.02
N 0.188 -2.358 0.710 -1.0870 -0.2225 -1.5134 0.15
C -1.221 -1.917 0.719 -2.9891 1.4350 0.3173 -0.65
C -2.191 -2.403 -0.304 1.2689 0.5470 1.0594 0.87
C -3.608 -2.034 -0.343 0.9383 0.3340 1.0429 -1.03
C -4.135 -1.132 0.647 2.6643 -1.0530 -0.1196 -0.63
C -3.212 -0.610 1.684 0.1162 -0.7327 -0.6054 0.82
C -3.888 0.352 2.737 0.2710 -1.4961 -1.9768 -1.12
C -4.345 1.654 1.981 -0.8945 0.6899 1.3029 0.12
O -5.070 2.417 2.566 0.5879 -0.4327 -0.2775 -0.48
N -3.927 1.961 0.615 0.1092 0.3958 0.0942 0.34
C -5.050 1.882 -0.364 0.2231 -0.4099 -1.3353 -0.96
C -3.311 3.319 0.570 0.6968 -0.6293 0.5925 -0.81
C -1.765 -0.987 1.739 -0.5707 -0.7136 -1.3631 0.30
C -0.812 -0.410 2.833 0.1601 0.0645 -0.3783 -0.88
C -0.721 1.164 2.914 0.7465 0.1198 -0.0515 -0.95
C -0.357 1.893 1.578 0.3124 0.8976 -0.1868 1.18
C 0.025 3.392 1.982 -0.8904 -0.5374 1.1363 -0.66
N 0.840 4.067 0.922 -0.1246 -0.2237 0.4409 -0.35
S -1.474 -3.510 -1.557 0.0995 1.7180 0.2529 -0.01
H 4.080 -4.250 1.543 -0.3291 0.4595 -0.8923 0.39
H 2.538 -3.811 0.744 0.9988 0.1839 -0.1434 0.11
H 4.119 -3.788 -0.212 -0.5659 0.1977 0.7209 0.31
H 4.919 -1.807 0.891 -0.6424 -0.0709 0.8672 0.29
H 3.812 -2.092 2.388 0.4224 0.4538 -0.8354 0.42
H 3.546 0.443 1.592 -0.8377 -0.1748 0.4183 0.28
H 4.779 -0.878 -1.472 -0.8928 0.2784 -0.6062 0.41
H 4.225 1.458 -3.171 -0.7649 -0.8461 0.6545 0.77
H 4.898 2.628 -1.319 -0.0716 -0.9802 0.3255 0.23
H 4.873 1.037 -0.319 -0.0762 0.7653 -0.7179 0.22
H 3.416 2.075 -0.417 0.9912 -0.3503 -0.2859 -0.18
H 2.368 -1.723 -4.353 -0.1430 -0.1085 1.1320 0.48
H -1.911 -2.654 -4.081 -0.0566 -0.7140 -0.1358 0.31
H 0.250 -2.750 -6.397 0.2052 -1.0073 -0.1565 0.33
H 0.141 -3.383 0.841 0.1578 0.4305 0.3462 0.49
H -4.226 -2.478 -1.162 0.4663 0.5340 0.9439 0.45
H -5.219 -0.875 0.618 1.0718 -0.1308 0.1894 0.58
H -4.828 -0.188 3.051 0.8808 0.8067 -0.0789 0.50
H -3.256 0.533 3.634 -0.6791 0.0978 -0.7669 0.38
H -4.829 1.063 -1.111 -0.3535 0.6834 0.8545 0.29
H -6.055 1.704 0.090 0.8673 0.3208 -0.2463 0.31
H -5.049 2.828 -0.977 -0.3225 -0.8994 0.7722 0.40
H -2.520 3.312 -0.239 -0.9422 0.2069 0.4619 0.21
H -2.747 3.430 1.536 -0.7108 0.3055 -0.8509 0.07
H -4.057 4.140 0.428 0.6882 -0.5872 0.1884 0.52
H 0.217 -0.796 2.587 -1.0229 0.3939 0.2826 -0.01
H -1.040 -0.780 3.870 -0.0579 0.1883 -1.0462 0.47
H 0.117 1.390 3.638 -0.8830 -0.3250 -0.6112 0.64
H -1.628 1.669 3.331 0.6398 -0.5985 -0.3082 0.28
H 0.544 1.479 1.048 -0.6380 -0.0789 0.7330 -0.77
H -1.199 1.870 0.828 0.7241 0.0978 0.8631 -0.02
H -0.874 4.039 2.165 0.8348 -0.5974 -0.3093 0.37
H 0.625 3.416 2.936 -0.5019 -0.2095 -1.0149 0.41
H 1.274 3.326 0.330 -0.3223 -1.7469 1.2847 0.17
H 1.642 4.619 1.338 -0.3142 -0.6083 1.1150 0.34
La 1.731 4.991 -0.856 0.7861 1.6900 -3.5065 1.65

---

63
Properties=species:S:1:pos:R:3:forces:R:3:mulliken_charge:R:1 method="wB97M-V/def2-TZVPD" e_tot_ha=-2560.92717 total_charge=-1 homo_lumo_gap_ev=5.573 lumo_ev=-0.181
C -1.218 -1.649 -3.518 -0.0224 0.7669 0.3573 -0.54
C -2.055 -0.784 -2.562 0.0392 -0.9859 -1.0645 0.09
O -2.734 0.230 -3.282 0.3592 0.2156 0.4255 -0.45
C -1.936 1.390 -3.522 -0.6435 0.4289 -0.3471 -0.17
C -1.590 1.597 -5.016 -0.1034 0.0695 0.3643 -0.34
O -0.426 2.357 -5.197 0.4993 -0.7068 0.1048 -0.72
In 1.334 1.255 -5.254 0.1658 0.4202 -0.4998 0.88
I 0.871 -0.871 -7.052 0.0675 0.3103 0.3627 -0.46
N 1.641 0.442 -3.253 0.6541 0.7078 -0.4715 -0.60
C 1.691 1.304 -2.417 -1.6710 -0.8244 0.5923 0.65
O 1.493 2.027 -1.488 0.8959 0.2966 -0.2129 -0.63
H -0.608 -0.973 -4.110 0.2069 -0.1643 -0.1754 -0.22
H -0.544 -2.309 -2.974 -0.0767 -0.1626 -0.0158 0.33
H -1.879 -2.198 -4.185 0.0621 -0.1375 -0.0670 0.33
H -2.823 -1.440 -2.167 -0.1503 0.2470 0.4473 0.05
H -1.413 -0.395 -1.768 -0.1740 0.2230 0.1195 0.21
H -1.043 1.421 -2.893 0.1162 -0.2120 -0.1050 0.08
H -2.572 2.230 -3.229 0.1812 0.1229 0.1896 0.32
H -2.427 2.151 -5.458 -0.0432 -0.1230 -0.1661 0.27
H -1.559 0.610 -5.498 0.0361 0.0042 -0.0556 0.22
H 2.707 2.247 -5.754 -0.3853 -0.3225 0.1563 -0.30
C -3.505 -2.724 1.237 -0.2313 -0.0539 -0.0998 -0.89
C -4.342 -3.098 2.213 0.2523 0.3797 -0.1432 0.43
C -5.070 -4.406 2.172 -0.0346 -0.4217 -0.3066 0.92
O -5.802 -4.690 3.104 0.0070 0.2116 0.1604 -0.65
C -4.871 -5.275 1.021 -0.1440 -0.0033 0.2456 -0.96
C -4.039 -4.903 0.041 -0.2341 -0.4166 -0.0694 0.29
C -3.292 -3.603 0.094 0.0850 0.4948 0.3179 1.03
O -2.541 -3.335 -0.821 0.0154 -0.3776 -0.1103 -0.56
O -3.819 -5.650 -1.036 0.1631 0.2751 0.0433 -0.59
O -4.600 -2.346 3.292 -0.0728 -0.2496 0.0282 -0.61
H -2.973 -1.787 1.249 0.0216 0.0072 0.0215 0.48
H -5.414 -6.208 0.997 0.0136 -0.0058 -0.0170 0.42
H -3.180 -5.151 -1.581 0.0266 0.0029 -0.0538 0.35
H -5.244 -2.862 3.814 -0.0827 -0.0232 -0.0039 0.34
C 6.317 5.641 -0.109 -0.0672 0.1323 0.2135 -0.99
C 6.214 4.854 -1.186 0.4198 0.1889 0.0771 0.39
C 4.917 4.203 -1.563 -0.7258 -0.1020 0.2749 1.03
O 4.880 3.510 -2.557 0.4789 -0.0604 -0.3074 -0.58
C 3.755 4.420 -0.714 -0.0930 0.0223 -0.0305 -0.96
C 3.861 5.204 0.365 -0.3114 -0.2185 -0.1661 0.36
C 5.149 5.878 0.730 0.4370 0.0110 -0.1565 0.93
O 5.174 6.594 1.716 -0.2122 -0.0131 0.0992 -0.65
O 2.835 5.442 1.187 0.2600 0.1368 0.0605 -0.57
O 7.243 4.595 -1.991 -0.2534 -0.1104 -0.0587 -0.59
H 7.244 6.119 0.174 0.0052 -0.0027 -0.0184 0.40
H 2.830 3.925 -0.989 0.0506 -0.0434 0.0203 0.53
H 3.182 6.037 1.876 -0.0058 0.0357 0.0395 0.35
H 6.891 4.005 -2.685 -0.0229 -0.0331 -0.0512 0.37
C -0.129 -1.542 6.440 0.2428 0.0346 0.0940 -0.93
C -1.085 -1.791 5.537 -0.1907 0.0494 0.5170 0.30
C -0.777 -1.925 4.077 0.4737 0.0540 -0.3293 0.85
O -1.702 -2.173 3.329 0.0717 0.0042 0.1600 -0.36
C 0.600 -1.748 3.640 -0.2357 -0.0676 -0.1019 -1.10
C 1.556 -1.495 4.542 0.0646 -0.0250 -0.4469 0.41
C 1.253 -1.389 6.009 -0.4429 -0.0143 0.3498 1.02
O 2.173 -1.175 6.776 0.2286 0.0210 -0.1642 -0.63
O 2.831 -1.323 4.204 -0.0809 -0.0037 0.3070 -0.56
O -2.367 -1.937 5.861 0.1212 -0.0475 -0.3241 -0.59
H -0.340 -1.446 7.495 -0.0166 -0.0055 -0.0046 0.42
H 0.806 -1.829 2.581 0.0281 0.0187 0.0070 0.50
H 3.308 -1.157 5.038 0.0570 0.0156 0.0204 0.35
H -2.839 -2.102 5.019 -0.0793 0.0291 -0.0320 0.32

---

9
Properties=species:S:1:pos:R:3:forces:R:3:mulliken_charge:R:1 method="wB97M-V/def2-TZVPD" e_tot_ha=-1132.61416 homo_lumo_gap_ev="10.008 / 7.456" e_above_lowest_kcal_mol=70.4 lumo_ev="-1.467 / -1.453"
N -1.309 1.104 -0.743 -1.0379 -0.0321 -3.1188 -0.25
N -0.256 -2.159 0.921 0.5824 -0.0415 -0.7853 -0.43
O 1.020 0.301 -1.654 -0.4412 0.3989 0.0638 -0.48
O 0.561 2.716 -1.331 0.2458 0.5691 -0.4809 -0.47
O 0.418 1.183 0.625 2.1514 -0.0813 1.0226 -0.26
S 0.304 1.366 -1.041 -0.1844 -0.3858 0.4971 1.02
S -1.097 0.665 0.714 -0.7314 -0.4082 2.0795 0.40
H 0.708 -2.468 0.763 0.4092 0.5088 -0.7810 0.23
H -0.348 -2.707 1.747 -0.9939 -0.5278 1.5029 0.22

---

19
Properties=species:S:1:pos:R:3:forces:R:3:mulliken_charge:R:1 method="wB97M-V/def2-TZVPD" e_tot_ha=-310.95628 homo_lumo_gap_ev=9.187 e_above_lowest_kcal_mol=64.6 lumo_ev=1.168 smiles=CCO[C@H]1C[C@H]1C
C -2.665 -0.737 -0.792 -0.0332 0.0509 0.0370 -1.09
C -1.169 -0.902 -1.011 -0.0241 0.0020 -0.2435 -0.27
O -0.420 -0.674 0.167 0.1545 -0.0338 0.0046 -0.34
C -0.091 0.645 0.460 1.4088 0.0394 -0.5298 -0.29
C 0.615 0.799 1.745 0.1568 0.1422 0.3857 -0.54
C 1.478 1.009 0.560 0.4788 -0.2458 0.2677 -0.01
C 2.420 0.003 -0.007 0.2029 -0.1902 0.1451 -1.21
H -2.895 0.284 -0.475 0.0064 -0.1121 -0.0404 0.29
H -3.021 -1.426 -0.020 0.0886 0.0952 -0.0927 0.28
H -3.217 -0.946 -1.717 0.1249 0.0474 0.1344 0.38
H -0.816 -0.236 -1.809 -0.0507 -0.0648 -0.0069 0.33
H -0.936 -1.930 -1.309 -0.0495 0.1562 -0.0021 0.28
H -0.090 1.382 -0.313 -2.2882 0.7361 -0.1544 0.43
H 0.769 -0.170 2.212 -0.2621 0.1167 0.0760 0.23
H 0.403 1.607 2.432 0.0136 0.0349 0.0449 0.25
H 1.708 2.067 0.365 -0.2995 -0.5139 -0.2230 0.41
H 2.780 0.323 -0.994 -0.0466 -0.0618 0.2260 0.29
H 3.279 -0.166 0.641 0.1653 -0.1506 -0.0659 0.31
H 1.870 -0.934 -0.136 0.2532 -0.0481 0.0372 0.27

---

49
Properties=species:S:1:pos:R:3:forces:R:3:mulliken_charge:R:1 method="wB97M-V/def2-TZVPD" e_tot_ha=-1455.64220 total_charge=-1 homo_lumo_gap_ev="5.871 / 7.204" lumo_ev="2.919 / 2.131" spin_multiplicity=5 s2=6.02
Rh 0.569 0.765 -0.958 -0.9985 -0.4732 -0.0837 0.31
O 1.738 0.832 -3.652 -0.1204 0.0137 -0.0426 -0.57
C 1.638 1.646 -2.558 0.8250 0.5804 -0.4482 0.82
O 2.520 1.657 -1.669 -0.1386 -0.0409 -0.0123 -0.57
C 0.793 2.882 -2.834 -0.1484 -0.0508 0.0713 -0.63
O 0.375 3.376 -1.576 0.0443 0.1633 -0.0185 -0.29
C -0.988 3.762 -1.532 -0.1008 -0.3298 -0.0850 -0.45
C -1.971 2.573 -1.736 0.1091 0.4169 0.0944 0.49
O -3.085 2.847 -2.179 0.0740 -0.0483 0.0839 -0.77
O -1.539 1.434 -1.375 0.2479 -0.2456 -0.0504 -0.65
H 2.243 0.060 -3.357 0.0681 -0.0315 0.0397 0.39
H -0.050 2.621 -3.477 -0.0223 -0.0352 0.0465 0.32
H 1.401 3.641 -3.341 0.0852 -0.0743 -0.0553 0.41
H -1.207 4.543 -2.266 -0.0059 -0.0119 -0.0196 0.30
H -1.141 4.161 -0.528 -0.0657 0.0276 -0.0256 0.30
C 2.198 0.089 2.356 -0.2874 0.0647 -0.2435 -1.23
Si 0.680 0.842 1.453 0.3765 0.1958 0.8307 0.83
C 0.585 2.642 2.133 0.0473 -0.2318 -0.2201 -1.32
C -0.845 -0.026 2.213 0.2086 0.0176 -0.1248 0.29
C -2.125 0.332 1.775 0.0121 0.0072 -0.0317 -0.27
C -3.257 -0.309 2.254 -0.0470 -0.0233 0.0240 -0.80
C -3.136 -1.336 3.182 -0.0056 -0.0125 -0.0079 -0.36
C -1.876 -1.712 3.626 -0.0545 -0.0524 0.0476 -0.63
C -0.747 -1.062 3.144 0.0424 0.0813 0.0007 0.00
H 2.136 0.242 3.438 0.0001 -0.0040 0.0089 0.36
H 3.109 0.566 1.990 -0.0010 0.0034 -0.0027 0.31
H 2.286 -0.983 2.160 0.0218 0.0112 -0.0066 0.26
H 0.863 2.674 3.191 -0.0389 -0.0321 0.0221 0.34
H -0.425 3.046 2.033 -0.0020 -0.0243 -0.0236 0.32
H 1.262 3.298 1.580 -0.0026 -0.0154 -0.0030 0.34
H -2.230 1.100 1.016 -0.0232 -0.0121 -0.0158 0.13
H -4.235 -0.019 1.890 0.0074 0.0052 -0.0014 0.39
H -4.019 -1.848 3.548 0.0057 0.0081 0.0081 0.36
H -1.774 -2.515 4.348 0.0063 0.0045 -0.0061 0.36
H 0.232 -1.366 3.501 -0.0252 -0.0275 0.0030 0.29
C 0.149 -2.950 -2.609 0.0628 0.1824 0.1292 -1.70
C 0.799 -2.467 -1.294 -0.0269 -0.7673 -0.2076 1.73
C 2.116 -3.240 -1.066 -0.1333 0.1447 -0.0500 -1.57
C -0.168 -2.763 -0.129 0.0978 0.2552 -0.1112 -1.54
N 1.046 -1.083 -1.339 -0.0759 0.5125 0.4566 -0.52
H -0.098 -4.011 -2.537 0.0039 -0.0183 -0.0318 0.40
H 0.832 -2.803 -3.447 -0.0264 0.0062 -0.0227 0.39
H -0.764 -2.383 -2.797 0.0043 -0.0126 -0.0240 0.36
H 1.928 -4.316 -1.017 0.0107 -0.0040 0.0110 0.38
H 2.578 -2.914 -0.134 0.0144 -0.0105 -0.0058 0.29
H 2.811 -3.042 -1.885 0.0202 -0.0177 0.0150 0.38
H -0.429 -3.823 -0.124 0.0003 -0.0303 0.0407 0.47
H -1.073 -2.164 -0.237 -0.0195 -0.0410 0.0218 0.35
H 0.296 -2.497 0.821 -0.0261 -0.0234 0.0269 0.23